[1]
{"formula": "C11H25BaN5O8", "method": "ωB97M-V/def2-TZVPD", "total_energy_ha": -1335.0469, "homo_lumo_gap_ev": [3.836, 3.835], "species": ["O", "H", "Ba", "N", "N", "N", "N", "O", "O", "O", "O", "C", "C", "C", "C", "C", "H", "H", "H", "C", "H", "H", "H", "C", "C", "H", "H", "H", "H", "H", "H", "H", "H", "C", "H", "H", "H", "O", "H", "H", "N", "C", "C", "O", "O", "H", "H", "H", "H", "H"], "coordinates": [[0.00, 0.25, -5.07], [-0.50, -0.04, -5.83], [0.86, -0.52, 0.09], [0.26, 1.98, 1.01], [1.34, 1.58, -1.43], [-1.47, -1.14, 1.15], [-0.76, -1.83, -1.39], [-0.03, 1.91, 2.27], [-1.54, -0.93, 2.53], [0.21, -2.35, -2.30], [2.20, 0.76, -1.97], [1.95, 2.49, -0.57], [1.34, 2.70, 0.67], [-1.52, -2.43, 0.82], [-1.04, -2.81, -0.50], [1.82, 3.71, 1.66], [2.07, 3.30, 2.64], [0.98, 4.40, 1.79], [2.66, 4.24, 1.24], [3.25, 3.01, -1.05], [3.05, 3.30, -2.08], [4.08, 2.30, -1.06], [3.53, 3.88, -0.48], [-2.03, -3.47, 1.78], [-0.89, -4.25, -0.89], [-2.67, -2.98, 2.53], [-1.23, -4.05, 2.28], [-2.64, -4.16, 1.17], [-0.10, -4.46, -1.62], [-1.86, -4.55, -1.33], [-0.74, -4.93, -0.03], [-1.23, 0.01, 2.63], [0.61, -1.59, -2.77], [-0.91, 0.77, -4.09], [-0.36, 1.47, -3.46], [-1.36, -0.04, -3.49], [-1.75, 1.32, -4.54], [-2.19, 1.20, -0.29], [-2.55, 0.46, 0.26], [-1.82, 1.87, 0.31], [3.85, -0.88, 3.85], [3.52, -2.23, 3.32], [2.34, -1.86, 2.46], [1.19, -2.36, 2.50], [2.75, -0.85, 1.77], [3.92, -0.27, 3.01], [4.67, -0.85, 4.44], [3.05, -0.53, 4.40], [4.31, -2.50, 2.62], [3.36, -2.99, 4.07]]}

=====

[2]
{"formula": "C11H25BiN2O5P2", "method": "ωB97M-V/def2-TZVPD", "total_energy_ha": -1816.8570, "homo_lumo_gap_ev": [5.754, 5.754], "species": ["C", "C", "N", "C", "C", "C", "C", "P", "Bi", "P", "C", "O", "O", "H", "H", "H", "C", "C", "H", "H", "H", "H", "C", "C", "H", "H", "H", "H", "H", "H", "H", "H", "H", "H", "H", "H", "H", "H", "H", "H", "H", "H", "O", "N", "O", "O"], "coordinates": [[3.30, -2.17, -1.88], [2.42, -1.08, -1.56], [1.77, -1.12, -0.33], [2.32, -1.86, 0.66], [3.42, -2.68, 0.45], [3.89, -2.90, -0.86], [2.24, -0.04, -2.53], [0.93, 1.17, -2.22], [0.04, 0.89, 0.54], [0.05, -1.25, 2.24], [1.82, -1.70, 2.08], [0.40, -3.51, -4.77], [-3.19, -1.00, -3.99], [3.60, -2.28, -2.92], [3.87, -3.16, 1.30], [4.72, -3.56, -1.03], [2.09, 2.57, -2.09], [-0.22, 1.52, -3.65], [1.95, -2.62, 2.66], [2.39, -0.91, 2.60], [0.09, -2.58, -4.72], [2.27, -0.49, -3.52], [-0.14, -0.55, 3.89], [-0.85, -2.82, 2.22], [-1.65, -0.35, 0.72], [-3.98, -1.28, -3.52], [-2.70, -0.79, -3.18], [0.24, -3.76, -3.81], [0.75, 2.55, 0.88], [-2.40, -0.28, 0.95], [2.51, 2.70, -3.10], [1.70, 3.51, -1.70], [2.90, 2.20, -1.45], [0.32, 1.44, -4.61], [-1.08, 0.83, -3.67], [-0.63, 2.54, -3.56], [-0.61, -3.33, 3.17], [-1.93, -2.62, 2.16], [-0.53, -3.44, 1.37], [0.00, -1.38, 4.60], [0.61, 0.23, 4.05], [-1.15, -0.12, 3.98], [-1.79, 1.40, 2.28], [-2.60, 2.14, 1.55], [-3.46, 2.85, 2.09], [-2.43, 2.08, 0.28]]}

=====

[3]
{"formula": "C11H25Cl2FNO2P", "method": "ωB97M-V/def2-TZVPD", "total_energy_ha": -2000.8497, "homo_lumo_gap_ev": 4.824, "species": ["C", "C", "F", "C", "C", "C", "C", "Cl", "P", "O", "Cl", "H", "H", "H", "H", "H", "H", "H", "H", "H", "H", "H", "C", "N", "C", "C", "C", "C", "O", "H", "H", "H", "H", "H", "H", "H", "H", "H", "H", "H", "H", "H", "H"], "coordinates": [[-3.77, 2.14, 0.75], [-2.98, 2.82, -0.38], [-3.70, 2.56, -1.60], [-1.52, 2.56, -0.48], [-0.83, 3.70, -1.29], [0.09, 3.39, -2.48], [-0.57, 2.95, -3.78], [-1.92, 4.01, -4.28], [-0.94, 1.02, -1.01], [-0.22, 0.33, 0.39], [-2.60, -0.36, -0.93], [-4.43, 1.37, 0.37], [-4.37, 2.88, 1.28], [-3.07, 1.71, 1.47], [-3.09, 3.90, -0.25], [-0.19, 4.25, -0.59], [-1.57, 4.42, -1.64], [0.65, 4.30, -2.70], [0.84, 2.64, -2.22], [0.15, 3.00, -4.59], [-0.94, 1.93, -3.73], [-0.90, -0.16, 0.86], [2.59, -1.86, 0.23], [2.23, -2.56, 1.52], [2.98, -1.88, 2.61], [2.63, -3.98, 1.45], [0.76, -2.41, 1.85], [-0.24, -3.04, 0.91], [-0.01, -2.46, -0.35], [3.67, -1.77, 0.21], [2.24, -2.45, -0.61], [2.10, -0.88, 0.21], [4.04, -1.97, 2.41], [2.74, -2.36, 3.56], [2.69, -0.83, 2.64], [2.12, -4.46, 0.62], [2.36, -4.47, 2.39], [3.70, -4.03, 1.30], [0.60, -1.33, 1.88], [0.62, -2.83, 2.85], [-1.22, -2.77, 1.32], [-0.19, -4.14, 0.87], [-0.53, -2.88, -1.04]]}

=====

[4]
{"formula": "C11H25Cl2N3O3", "method": "ωB97M-V/def2-TZVPD", "total_energy_ha": -1744.4352, "homo_lumo_gap_ev": 9.839, "smiles": "CN(C)C=O.CN(C)C=O.CN(C)C=O.ClCCCl", "species": ["C", "O", "N", "C", "C", "H", "H", "H", "H", "H", "H", "H", "C", "O", "N", "C", "C", "H", "H", "H", "H", "H", "H", "H", "C", "O", "N", "C", "C", "H", "H", "H", "H", "H", "H", "H", "Cl", "C", "C", "Cl", "H", "H", "H", "H"], "coordinates": [[1.14, 19.01, -5.54], [0.53, 17.94, -5.78], [1.99, 19.36, -4.53], [2.73, 20.57, -4.54], [2.17, 18.47, -3.37], [1.23, 19.76, -6.33], [2.90, 20.86, -3.50], [2.18, 21.33, -5.09], [3.71, 20.43, -5.00], [3.24, 18.39, -3.19], [1.70, 18.82, -2.45], [1.87, 17.48, -3.73], [2.37, 14.44, -3.43], [3.37, 14.42, -2.72], [1.16, 13.92, -3.13], [0.10, 14.06, -4.12], [0.88, 13.12, -1.94], [2.24, 14.92, -4.42], [0.34, 14.90, -4.77], [0.11, 13.10, -4.63], [-0.88, 14.22, -3.65], [0.54, 12.09, -2.08], [1.83, 13.07, -1.40], [0.19, 13.58, -1.23], [-1.61, 23.89, -6.16], [-0.43, 24.06, -5.90], [-2.14, 22.66, -5.97], [-3.41, 22.26, -6.58], [-1.29, 21.53, -5.45], [-2.32, 24.58, -6.63], [-4.03, 23.06, -6.97], [-4.16, 21.85, -5.90], [-3.16, 21.58, -7.39], [-0.92, 21.04, -6.35], [-0.30, 21.79, -5.10], [-1.53, 20.77, -4.70], [-2.90, 16.38, -2.50], [-3.22, 16.35, -4.23], [-2.69, 17.68, -4.80], [-2.44, 17.78, -6.58], [-4.27, 16.09, -4.42], [-2.68, 15.60, -4.82], [-1.76, 18.07, -4.38], [-3.53, 18.28, -4.46]]}

=====

[5]
{"formula": "C11H25ClI2N3OP2V", "method": "ωB97M-V/def2-TZVPD", "s_squared": 2.4695, "total_energy_ha": -3355.4286, "homo_lumo_gap_ev": [4.715, 5.977], "charge": 2, "multiplicity": 3, "species": ["I", "I", "V", "P", "C", "C", "H", "H", "H", "H", "H", "H", "C", "H", "H", "H", "P", "C", "C", "H", "H", "H", "C", "H", "H", "H", "H", "H", "H", "Cl", "C", "N", "C", "C", "C", "N", "C", "O", "N", "H", "H", "H", "H", "H", "H", "H"], "coordinates": [[0.05, -1.02, -4.44], [0.08, 2.91, -1.49], [0.01, 0.25, -1.85], [-2.43, 0.06, -1.26], [-3.31, 1.18, -0.12], [-3.14, 0.38, -2.89], [-4.16, -0.01, -2.92], [-4.16, -1.53, -0.71], [-2.51, -0.10, -3.64], [-2.75, -2.31, -1.51], [-3.09, 2.22, -0.38], [-3.14, 1.47, -3.07], [-3.07, -1.57, -0.78], [-4.39, 0.99, -0.21], [-2.64, -1.85, 0.20], [-2.98, 0.98, 0.90], [2.43, 0.09, -1.28], [3.23, 1.19, -0.07], [3.09, -1.56, -0.85], [2.56, 0.03, -3.66], [4.19, 0.11, -2.90], [3.15, 1.58, -3.02], [3.17, 0.49, -2.88], [2.85, -2.25, -1.66], [4.17, -1.48, -0.70], [4.30, 1.00, -0.10], [2.83, 0.98, 0.92], [2.59, -1.90, 0.06], [3.01, 2.22, -0.33], [-0.06, -2.17, -1.94], [0.23, -2.38, 3.48], [0.09, -1.03, 2.93], [0.02, -0.01, 3.79], [-0.09, 1.23, 3.29], [-0.15, 1.42, 1.89], [-0.03, 0.42, 1.00], [0.14, -0.85, 1.53], [0.33, -1.87, 0.84], [-0.41, 2.67, 1.51], [-0.61, -2.62, 4.13], [1.15, -2.48, 4.05], [0.25, -3.10, 2.65], [0.05, -0.23, 4.86], [-0.16, 2.10, 3.94], [-0.40, 3.46, 2.15], [-0.28, 2.92, 0.53]]}

=====

[6]
{"formula": "C11H25FIN2O2P", "method": "ωB97M-V/def2-TZVPD", "s_squared": 0.7540, "total_energy_ha": -1432.7547, "homo_lumo_gap_ev": [6.499, 6.828], "charge": 1, "multiplicity": 2, "species": ["C", "C", "C", "C", "C", "C", "C", "F", "P", "O", "I", "C", "C", "C", "C", "N", "O", "H", "H", "H", "H", "H", "H", "H", "H", "H", "H", "H", "H", "H", "H", "H", "H", "H", "H", "H", "H", "H", "N", "H", "H", "H", "H"], "coordinates": [[0.19, 0.24, 1.89], [0.37, -0.91, 0.88], [0.85, -2.14, 1.64], [-0.92, -1.29, 0.13], [-1.32, -0.45, -1.11], [-2.11, 0.80, -0.63], [-2.75, 1.74, -1.64], [-1.79, 2.48, -2.34], [-2.60, -1.60, -1.94], [-1.82, -3.04, -1.94], [-2.37, -1.10, -4.34], [-0.08, -0.19, -1.98], [1.22, 0.27, -1.30], [1.25, 1.78, -0.98], [2.38, -0.07, -2.24], [1.45, -0.52, -0.06], [2.58, -0.36, 0.50], [1.15, 0.35, 2.41], [-0.06, 1.20, 1.44], [-0.61, -0.04, 2.60], [0.05, -2.49, 2.30], [1.09, -2.95, 0.94], [1.74, -1.92, 2.22], [-1.74, -1.25, 0.86], [-0.82, -2.33, -0.17], [-1.47, 1.42, 0.00], [-2.92, 0.46, 0.01], [-3.35, 1.22, -2.39], [-3.40, 2.46, -1.13], [-1.08, -3.11, -2.57], [-0.32, 0.55, -2.74], [0.15, -1.12, -2.52], [0.27, 2.25, -1.09], [1.62, 1.96, 0.03], [1.93, 2.29, -1.66], [2.19, 0.40, -3.21], [3.32, 0.31, -1.84], [2.47, -1.15, -2.39], [1.06, 1.18, 4.88], [1.22, 1.39, 5.87], [0.07, 1.30, 4.66], [1.61, 1.80, 4.30], [1.32, 0.21, 4.68]]}